Entry from OMol25: a molecular structure, C10H17BaFN2O8S (wB97M-V/def2-TZVPD).

XYZ file:
```
40
Properties=species:S:1:pos:R:3
F -0.400 1.765 -2.338
O 1.672 -0.983 -0.241
O 2.414 2.144 0.777
C -3.031 1.666 -0.415
H 0.896 -2.521 -1.086
H -2.279 3.611 2.261
O -0.657 -0.148 -1.390
H -0.498 -0.290 1.389
H 2.598 -0.417 -3.147
N 1.808 1.575 1.662
C -0.461 -2.028 2.715
H -1.591 0.457 -1.459
H 3.095 -1.987 -1.346
C 2.843 -0.964 -1.065
H 0.162 -1.497 3.435
H -0.316 -3.662 -1.306
O 2.312 1.341 -2.217
H -4.244 2.980 0.783
H -0.116 2.594 1.786
S -1.185 -1.486 -1.158
C -0.976 2.381 1.168
O 2.047 1.747 2.862
C 0.011 -2.698 -1.696
C -0.242 -1.349 1.342
C -1.802 1.075 -0.598
H 4.000 0.188 -2.329
H 0.106 -2.683 -2.782
H -3.790 1.317 -1.099
O 0.923 0.771 1.288
H 0.781 -1.471 0.985
O -1.210 -1.944 0.444
H -1.495 -1.903 3.038
O -2.477 -1.794 -1.712
C -3.249 2.603 0.594
H -0.252 -3.097 2.675
H 3.728 -0.756 -0.464
C 2.923 0.058 -2.222
Ba 0.863 1.026 -0.761
C -2.210 2.917 1.437
N -0.704 1.461 0.191
```

Output
energy above the lowest of the compared OMol25 structures with the same formula, charge and spin: 2010.26 kJ/mol
highest occupied orbital energy: 1.66 eV
2S+1: 1
total charge: -2
energy: -44228.632 eV
HOMO-LUMO gap: 2.92 eV
LUMO level: 4.58 eV

=====

Entry from OMol25: a molecular structure, C10H17Cl2NPd (wB97M-V/def2-TZVPD).

XYZ file:
```
31
Properties=species:S:1:pos:R:3
C -0.066 0.595 -1.226
Cl 0.652 2.091 0.688
H 0.144 -0.429 -4.437
C -0.226 -0.278 5.074
H -2.473 1.519 -2.075
C -1.348 0.075 -0.970
H -1.691 0.357 0.035
C -0.209 0.265 -3.682
Cl -1.414 -1.770 -0.909
H 0.564 -1.154 -2.285
H -0.137 1.683 -1.497
C 0.607 -0.068 -2.433
C 1.281 0.210 3.170
C 2.764 -1.469 0.287
C 1.041 0.454 4.615
C -1.708 0.100 -3.512
H 2.349 -2.455 0.565
H -2.178 0.776 -4.232
C -2.299 0.431 -2.120
Pd 1.428 -0.119 -0.001
H -3.260 -0.076 -2.014
H -1.094 0.164 4.575
H 0.027 1.273 -4.011
H -2.006 -0.909 -3.797
H 0.988 1.532 4.810
H 3.774 -1.542 -0.185
H 1.927 0.080 5.142
H -0.129 -1.327 4.779
H -0.386 -0.238 6.153
N 1.446 -0.073 2.057
H 1.631 0.300 -2.565
```

Output
energy above the lowest of the compared OMol25 structures with the same formula, charge and spin: 165.79 kJ/mol
highest occupied orbital energy (alpha / beta): -6.52 / -8.95 eV
2S+1: 5
total charge: 0
energy: -40653.141 eV
HOMO-LUMO gap (alpha / beta): 7.14 / 6.81 eV
LUMO level (alpha / beta): 0.62 / -2.14 eV

=====

Entry from OMol25: a molecular structure, C10H17Cl30O2PSSi2 (wB97M-V/def2-TZVPD).

XYZ file:
```
63
Properties=species:S:1:pos:R:3
Cl 4.443 -3.766 1.071
H 1.165 -1.226 -2.057
C 6.671 2.860 -0.293
C 5.610 7.005 1.644
P -2.129 -2.779 -1.354
C -7.108 2.557 1.943
Cl -6.980 -6.215 -1.577
Cl 5.069 6.738 -0.008
Cl -11.266 5.422 1.442
H 3.208 2.565 -1.479
Cl 6.138 -0.840 6.454
Cl 4.663 -1.191 -0.295
C 5.286 -2.206 1.005
Si -0.725 -4.247 -2.351
C 2.788 2.106 -2.364
Cl -6.047 2.974 0.587
Cl 6.761 -3.220 4.920
Cl -6.025 -7.367 0.914
Cl 4.245 7.211 2.736
Cl 5.168 -1.387 2.555
Cl 6.660 4.068 -1.571
H -3.034 -2.350 -2.331
Cl -3.494 0.915 1.043
C -2.011 0.110 1.542
Si 1.646 -2.604 -2.203
Cl 3.800 0.717 -2.793
H -8.131 2.674 1.615
Cl 0.675 0.588 -5.144
H -1.540 -4.892 -3.396
H -2.206 -0.956 1.594
Cl 1.156 1.580 -1.974
H -11.275 5.206 -0.884
O 1.795 -3.291 -0.726
C -10.999 4.553 -0.066
Cl -6.841 3.652 3.297
C 7.219 -2.226 6.300
H 2.942 -2.624 -2.904
H 6.197 7.914 1.663
H -0.314 -1.467 -4.609
Cl -6.883 0.879 2.430
Cl -1.745 0.096 -3.607
C -0.691 -0.495 -4.904
Cl 5.022 2.381 0.116
S -3.088 -3.692 0.115
H -5.250 -5.460 -0.197
Cl 8.898 -1.703 6.173
H 2.646 -3.738 -0.631
Cl -1.605 -0.696 -6.397
H 7.123 -2.827 7.195
Cl -12.004 3.110 -0.153
H 6.331 -2.404 0.807
H -1.433 -1.651 -0.905
Cl 2.793 3.294 -3.666
H -0.305 -5.236 -1.354
H 7.112 3.302 0.590
Cl 7.635 1.457 -0.752
Cl 6.653 5.685 2.194
Cl -0.732 0.371 0.340
Cl -1.488 0.659 3.130
C -6.231 -5.880 -0.013
Cl -9.292 4.142 -0.258
O 0.529 -3.455 -3.087
Cl -7.176 -4.700 0.893
```

Output
highest occupied orbital energy: -8.59 eV
2S+1: 1
total charge: 0
energy: -426295.371 eV
HOMO-LUMO gap: 8.72 eV
LUMO level: 0.14 eV

=====

Please write out number 2 again, unchanged.
Entry from OMol25: a molecular structure, C10H17Cl2NPd (wB97M-V/def2-TZVPD).

XYZ file:
```
31
Properties=species:S:1:pos:R:3
C -0.066 0.595 -1.226
Cl 0.652 2.091 0.688
H 0.144 -0.429 -4.437
C -0.226 -0.278 5.074
H -2.473 1.519 -2.075
C -1.348 0.075 -0.970
H -1.691 0.357 0.035
C -0.209 0.265 -3.682
Cl -1.414 -1.770 -0.909
H 0.564 -1.154 -2.285
H -0.137 1.683 -1.497
C 0.607 -0.068 -2.433
C 1.281 0.210 3.170
C 2.764 -1.469 0.287
C 1.041 0.454 4.615
C -1.708 0.100 -3.512
H 2.349 -2.455 0.565
H -2.178 0.776 -4.232
C -2.299 0.431 -2.120
Pd 1.428 -0.119 -0.001
H -3.260 -0.076 -2.014
H -1.094 0.164 4.575
H 0.027 1.273 -4.011
H -2.006 -0.909 -3.797
H 0.988 1.532 4.810
H 3.774 -1.542 -0.185
H 1.927 0.080 5.142
H -0.129 -1.327 4.779
H -0.386 -0.238 6.153
N 1.446 -0.073 2.057
H 1.631 0.300 -2.565
```

Output
energy above the lowest of the compared OMol25 structures with the same formula, charge and spin: 165.79 kJ/mol
highest occupied orbital energy (alpha / beta): -6.52 / -8.95 eV
2S+1: 5
total charge: 0
energy: -40653.141 eV
HOMO-LUMO gap (alpha / beta): 7.14 / 6.81 eV
LUMO level (alpha / beta): 0.62 / -2.14 eV